ORCA calculation (wB97M-V/def2-TZVPD) on a 2-piece molecular cluster, C5H12O overall.

Output
Orbital gap   9.69 eV
Spin multiplicity   1
Max |F|   0.91 eV/A
Energy relative to the best compared isomer or geometry (same formula, charge and spin)   158.1 kJ/mol
Net charge   0
HOMO   -0.3278 hartree
Structure (SMILES)   C=C(C)CO.C

Positions of all 18 atoms, in Å:
C (-1.188, 1.562, -0.504)
C (0.133, -0.835, 0.063)
C (-0.534, -1.617, -0.786)
C (-0.284, -0.651, 1.496)
C (1.430, -0.189, -0.377)
O (1.784, 0.923, 0.428)
H (-1.243, 2.077, -1.461)
H (-0.295, 1.899, 0.037)
H (-2.070, 1.735, 0.115)
H (-1.151, 0.495, -0.738)
H (-0.225, -1.727, -1.824)
H (-1.442, -2.130, -0.480)
H (-1.362, -0.803, 1.622)
H (0.243, -1.404, 2.089)
H (-0.013, 0.333, 1.888)
H (2.189, -0.975, -0.279)
H (1.364, 0.099, -1.438)
H (2.663, 1.208, 0.148)


ORCA calculation (wB97M-V/def2-TZVPD) on one molecule with the formula C5H12O.

Output
Orbital gap   10.57 eV
Spin multiplicity   1
Max |F|   0.32 eV/A
Energy relative to the best compared isomer or geometry (same formula, charge and spin)   47.6 kJ/mol
Net charge   0
HOMO   -0.3531 hartree
Structure (SMILES)   COC(C)(C)C

Positions of all 18 atoms, in Å:
C (0.245, 1.894, -0.891)
O (-0.378, 0.640, -1.034)
C (-0.144, -0.318, -0.003)
C (1.313, -0.779, -0.059)
C (-0.525, 0.241, 1.369)
C (-1.058, -1.490, -0.355)
H (0.634, 2.188, -1.872)
H (1.086, 1.882, -0.187)
H (-0.469, 2.654, -0.548)
H (2.020, 0.033, 0.135)
H (1.500, -1.564, 0.678)
H (1.520, -1.172, -1.059)
H (0.136, 1.053, 1.691)
H (-1.549, 0.628, 1.343)
H (-0.475, -0.543, 2.130)
H (-2.109, -1.195, -0.288)
H (-0.863, -1.826, -1.378)
H (-0.884, -2.327, 0.329)


ORCA calculation (wB97M-V/def2-TZVPD) on a 2-piece molecular cluster, C5H12O overall.

Output
Orbital gap   9.66 eV
Spin multiplicity   1
Max |F|   1.94 eV/A
Energy relative to the best compared isomer or geometry (same formula, charge and spin)   218.7 kJ/mol
Net charge   0
HOMO   -0.3236 hartree
Structure (SMILES)   C=C[C@@H](C)O.C

Positions of all 18 atoms, in Å:
C (0.648, -2.205, 0.068)
C (0.711, 0.327, -0.225)
C (0.834, 0.472, -1.541)
C (-0.598, 0.405, 0.519)
C (-0.703, 1.889, 0.836)
O (-1.656, -0.047, -0.306)
H (1.052, -2.038, 1.081)
H (-0.410, -2.467, 0.143)
H (1.247, -2.948, -0.442)
H (1.582, 0.214, 0.421)
H (-0.048, 0.464, -2.177)
H (1.814, 0.481, -2.005)
H (0.726, -1.356, -0.633)
H (-0.582, -0.184, 1.455)
H (-1.630, 2.136, 1.359)
H (-0.647, 2.431, -0.112)
H (0.146, 2.196, 1.456)
H (-2.486, 0.229, 0.104)


ORCA calculation (wB97M-V/def2-TZVPD) on a 2-piece molecular cluster, C5H12O overall.

Output
Orbital gap   11.03 eV
Spin multiplicity   1
Max |F|   0.33 eV/A
Energy relative to the best compared isomer or geometry (same formula, charge and spin)   109.4 kJ/mol
Net charge   0
HOMO   -0.3651 hartree
Structure (SMILES)   C=CC.CCO

Positions of all 18 atoms, in Å:
C (-1.808, -1.755, 1.016)
C (-0.803, -1.685, -0.125)
O (-1.022, -0.570, -0.967)
C (1.404, 1.169, 0.102)
C (1.657, 1.279, -1.373)
C (0.619, 1.982, 0.808)
H (-2.826, -1.795, 0.620)
H (-1.727, -0.869, 1.656)
H (-1.640, -2.639, 1.641)
H (0.223, -1.681, 0.276)
H (-0.893, -2.566, -0.768)
H (1.896, 0.339, 0.613)
H (2.730, 1.298, -1.592)
H (1.202, 2.185, -1.788)
H (1.222, 0.413, -1.887)
H (0.466, 1.845, 1.876)
H (-0.816, 0.222, -0.450)
H (0.117, 2.829, 0.343)


ORCA calculation (wB97M-V/def2-TZVPD) on C5H12O as an isolated structure.

Output
Orbital gap (spin up / spin down)   7.83 / 7.83 eV
Spin multiplicity   1
Max |F|   0.24 eV/A
Energy relative to the best compared isomer or geometry (same formula, charge and spin)   478.4 kJ/mol
Net charge   0
HOMO (spin up / spin down)   -0.3055 / -0.3055 hartree

Positions of all 18 atoms, in Å:
C (-1.748, -0.894, 0.378)
C (-0.815, -0.030, -0.437)
C (-0.471, 1.314, 0.021)
C (1.154, 1.603, -0.110)
O (1.910, 0.619, 0.344)
C (1.312, -1.441, -0.014)
H (-1.509, -0.825, 1.444)
H (-1.708, -1.949, 0.079)
H (-2.783, -0.560, 0.246)
H (-0.944, -0.134, -1.518)
H (0.317, -0.589, -0.263)
H (-0.926, 2.096, -0.591)
H (-0.749, 1.449, 1.072)
H (1.319, 1.865, -1.182)
H (1.242, 2.533, 0.485)
H (1.653, -1.422, 1.013)
H (2.104, -1.345, -0.746)
H (0.641, -2.289, -0.219)


ORCA calculation (wB97M-V/def2-TZVPD) on one molecule with the formula C5H12O.

Output
Orbital gap   10.95 eV
Spin multiplicity   1
Max |F|   0.29 eV/A
Energy relative to the best compared isomer or geometry (same formula, charge and spin)   50.0 kJ/mol
Net charge   0
HOMO   -0.3587 hartree
Structure (SMILES)   CCCOCC

Positions of all 18 atoms, in Å:
C (-1.693, -1.293, 2.115)
C (-1.334, -0.158, 1.161)
C (-0.041, -0.437, 0.415)
O (0.198, 0.610, -0.492)
C (1.415, 0.470, -1.187)
C (1.429, 1.472, -2.324)
H (-2.621, -1.081, 2.655)
H (-0.902, -1.451, 2.859)
H (-1.831, -2.236, 1.573)
H (-1.227, 0.787, 1.707)
H (-2.133, -0.007, 0.425)
H (0.797, -0.536, 1.128)
H (-0.115, -1.397, -0.128)
H (1.512, -0.557, -1.580)
H (2.266, 0.636, -0.504)
H (2.384, 1.445, -2.856)
H (1.271, 2.483, -1.936)
H (0.625, 1.248, -3.032)


ORCA calculation (wB97M-V/def2-TZVPD) on a 2-piece molecular cluster, C5H12O overall.

Output
Orbital gap (spin up / spin down)   8.27 / 8.35 eV
Spin multiplicity   1
Max |F|   0.87 eV/A
Energy relative to the best compared isomer or geometry (same formula, charge and spin)   391.7 kJ/mol
Net charge   0
HOMO (spin up / spin down)   -0.2749 / -0.2758 hartree

Positions of all 18 atoms, in Å:
C (-2.638, 0.386, -0.433)
C (-1.123, 0.379, -0.598)
C (-0.414, 0.448, 0.750)
C (1.808, -1.673, 0.446)
O (2.577, -0.639, 0.553)
C (2.683, 0.381, -0.246)
H (-2.969, -0.488, 0.140)
H (-3.159, 0.379, -1.397)
H (-2.952, 1.280, 0.119)
H (-0.811, 1.229, -1.219)
H (-0.814, -0.526, -1.143)
H (-0.740, 1.328, 1.315)
H (-0.624, -0.439, 1.356)
H (1.819, -2.349, 1.286)
H (1.163, -1.771, -0.421)
H (3.377, 1.144, 0.067)
H (0.666, 0.556, 0.616)
H (2.148, 0.374, -1.191)


ORCA calculation (wB97M-V/def2-TZVPD) on a 2-piece molecular cluster, C5H12O overall.

Output
Orbital gap (spin up / spin down)   8.09 / 8.06 eV
Spin multiplicity   1
Max |F|   0.48 eV/A
Energy relative to the best compared isomer or geometry (same formula, charge and spin)   402.5 kJ/mol
Net charge   0
HOMO (spin up / spin down)   -0.2533 / -0.2517 hartree

Positions of all 18 atoms, in Å:
C (-1.795, -1.955, -0.274)
C (-1.762, -0.540, 0.313)
C (-0.386, 0.029, 0.417)
O (-0.147, 1.153, -0.193)
C (0.990, 1.798, -0.256)
C (2.102, 1.398, 0.632)
H (-2.815, -2.355, -0.284)
H (-1.175, -2.638, 0.316)
H (-1.411, -1.959, -1.299)
H (-2.240, -0.562, 1.304)
H (-2.362, 0.137, -0.305)
H (0.395, -0.403, 1.034)
H (1.096, -0.670, -1.505)
H (0.909, 2.750, -0.762)
H (1.411, -0.041, -1.775)
H (2.946, 2.083, 0.522)
H (2.456, 0.377, 0.421)
H (1.789, 1.398, 1.694)


ORCA calculation (wB97M-V/def2-TZVPD) on one molecule with the formula C5H12O.

Output
Orbital gap   11.15 eV
Spin multiplicity   1
Max |F|   1.06 eV/A
Energy relative to the best compared isomer or geometry (same formula, charge and spin)   57.1 kJ/mol
Net charge   0
HOMO   -0.3708 hartree
Structure (SMILES)   CC(C)CCO

Positions of all 18 atoms, in Å:
C (0.918, 0.983, -1.427)
O (1.610, 1.855, -0.530)
C (-0.419, 0.510, -0.863)
C (-0.313, -0.664, 0.133)
C (0.889, -0.697, 1.070)
C (-1.629, -0.884, 0.878)
H (0.766, 1.553, -2.335)
H (1.610, 0.172, -1.632)
H (0.973, 2.203, 0.116)
H (-0.818, 1.400, -0.349)
H (-1.074, 0.178, -1.670)
H (-0.188, -1.532, -0.520)
H (1.783, -0.279, 0.608)
H (1.114, -1.737, 1.316)
H (0.703, -0.231, 2.029)
H (-2.065, 0.079, 1.151)
H (-2.386, -1.395, 0.278)
H (-1.475, -1.516, 1.747)


ORCA calculation (wB97M-V/def2-TZVPD) on a 2-piece molecular cluster, C5H12O overall.

Output
Orbital gap (spin up / spin down)   7.61 / 7.91 eV
Spin multiplicity   1
Max |F|   0.66 eV/A
Energy relative to the best compared isomer or geometry (same formula, charge and spin)   359.3 kJ/mol
Net charge   0
HOMO (spin up / spin down)   -0.2440 / -0.2556 hartree

Positions of all 18 atoms, in Å:
C (-0.975, -1.735, -0.778)
O (-0.019, -1.329, 0.036)
C (0.053, -0.293, 0.796)
C (0.537, 0.838, -1.772)
C (-1.100, 0.623, 1.001)
C (1.346, -0.067, 1.499)
H (-0.132, 0.020, -1.559)
H (-1.957, -1.282, -0.745)
H (-0.719, -2.614, -1.348)
H (0.351, 1.149, -2.800)
H (0.330, 1.645, -1.066)
H (1.566, 0.487, -1.646)
H (-1.753, 0.697, 0.118)
H (-1.714, 0.292, 1.856)
H (-0.727, 1.632, 1.230)
H (1.223, -0.129, 2.590)
H (2.089, -0.804, 1.186)
H (1.743, 0.936, 1.277)


ORCA calculation (wB97M-V/def2-TZVPD) on one molecule with the formula C5H12O.

Output
Orbital gap   10.92 eV
Spin multiplicity   1
Max |F|   1.08 eV/A
Energy relative to the best compared isomer or geometry (same formula, charge and spin)   65.8 kJ/mol
Net charge   0
HOMO   -0.3583 hartree
Structure (SMILES)   CC[C@@H](C)OC

Positions of all 18 atoms, in Å:
C (-0.562, 0.292, 2.195)
C (-0.551, -0.792, 1.130)
C (0.271, -0.362, -0.088)
C (0.479, -1.513, -1.070)
C (0.555, 1.554, -1.437)
H (-0.781, 1.302, 1.826)
H (0.423, 0.375, 2.710)
H (-1.280, 0.071, 2.976)
H (-0.064, -1.715, 1.519)
H (-1.603, -1.057, 0.829)
H (1.190, 0.038, 0.316)
H (-0.515, -1.929, -1.350)
H (1.042, -1.157, -1.960)
H (1.058, -2.307, -0.578)
H (0.994, 1.017, -2.295)
H (1.395, 1.892, -0.809)
H (0.015, 2.404, -1.849)
O (-0.378, 0.749, -0.714)


ORCA calculation (wB97M-V/def2-TZVPD) on one molecule with the formula C5H12O.

Output
Orbital gap   11.08 eV
Spin multiplicity   1
Max |F|   0.33 eV/A
Energy relative to the best compared isomer or geometry (same formula, charge and spin)   10.5 kJ/mol
Net charge   0
HOMO   -0.3714 hartree
Structure (SMILES)   CCC(C)(C)O

Positions of all 18 atoms, in Å:
C (1.915, -0.251, -0.781)
C (0.771, -0.730, 0.133)
C (-0.552, 0.052, -0.027)
C (-1.712, -0.756, 0.549)
C (-0.459, 1.409, 0.684)
O (-0.878, 0.227, -1.405)
H (2.053, -0.919, -1.637)
H (2.870, -0.198, -0.252)
H (1.739, 0.754, -1.184)
H (1.077, -0.658, 1.184)
H (0.576, -1.791, -0.058)
H (-1.516, -1.026, 1.592)
H (-1.852, -1.671, -0.035)
H (-2.642, -0.179, 0.507)
H (-0.336, 1.268, 1.765)
H (-1.373, 1.987, 0.516)
H (0.391, 2.004, 0.328)
H (-0.074, 0.479, -1.879)


Among the records above, which one has the highest energy relative to the best compared isomer or geometry (same formula, charge and spin)? number 5